No. 1
The following is a DFT calculation (ωB97M-V/def2-TZVPD) of C24H25CrI2N4O2S as an isolated structure.

**HOMO-LUMO gap (spin up / spin down)**: 0.2436 / 0.2457 Ha
**Lowest unoccupied orbital energy (spin up / spin down)**: -3.24 / -3.29 eV
**Total charge**: +1
**<S²>**: 6.01
**Multiplicity**: 5
**HOMO level (spin up / spin down)**: -9.87 / -9.98 eV

Structure (XYZ):
```
59
Properties=species:S:1:pos:R:3:mulliken_charge:R:1
Cr -1.813 0.591 -1.545 0.43
I -8.172 3.065 1.703 0.11
C -6.485 2.675 0.550 -0.45
C -5.842 3.713 -0.113 -0.27
C -4.713 3.459 -0.872 -0.40
I -3.750 5.026 -1.832 0.07
C -4.198 2.159 -0.996 0.76
O -3.116 1.941 -1.724 -0.64
C -4.866 1.118 -0.324 0.32
C -4.410 -0.303 -0.484 -0.80
N -2.969 -0.465 -0.113 -0.21
C -2.543 -1.871 0.021 -0.82
C -1.263 -2.182 -0.716 0.44
C -0.635 -3.410 -0.539 -0.69
C 0.519 -3.683 -1.246 -0.36
C 1.037 -2.721 -2.107 -0.69
C 0.369 -1.522 -2.221 -0.50
N -0.760 -1.258 -1.544 0.35
C -5.995 1.385 0.442 -0.70
H -6.217 4.724 -0.033 0.35
H -4.510 -0.647 -1.519 0.35
H -5.023 -0.954 0.145 0.53
H -2.846 0.016 0.774 0.22
H -3.331 -2.516 -0.376 0.47
H -2.411 -2.142 1.070 0.44
H -1.054 -4.128 0.153 0.45
H 1.015 -4.638 -1.131 0.48
H 1.934 -2.898 -2.683 0.47
H 0.728 -0.737 -2.875 0.53
H -6.498 0.570 0.948 0.36
C 3.868 3.040 -0.291 -1.03
C 4.062 1.875 -1.251 -0.57
C 2.750 1.210 -1.642 -1.02
N 2.139 0.547 -0.488 0.25
C 1.009 0.892 0.097 0.19
S -0.044 2.102 -0.488 -0.25
N 0.609 0.247 1.243 0.10
C 1.016 -0.982 1.820 0.16
O 0.150 -1.739 2.189 -0.54
C 2.464 -1.260 1.959 -0.10
C 3.359 -0.249 2.309 0.31
C 4.698 -0.552 2.495 -0.68
C 5.141 -1.857 2.322 -0.47
C 4.248 -2.866 1.985 -0.71
C 2.906 -2.574 1.818 -0.49
H 4.821 3.497 -0.032 0.37
H 3.393 2.719 0.639 0.18
H 3.234 3.810 -0.732 0.32
H 4.734 1.127 -0.817 0.34
H 4.546 2.215 -2.169 0.38
H 2.909 0.454 -2.415 0.36
H 2.036 1.940 -2.015 0.59
H 2.724 -0.135 -0.023 0.10
H -0.329 0.510 1.511 0.31
H 3.002 0.763 2.459 0.47
H 5.393 0.224 2.785 0.46
H 6.187 -2.092 2.466 0.42
H 4.601 -3.882 1.867 0.43
H 2.189 -3.351 1.585 0.51
```

No. 2
The following is a DFT calculation (ωB97M-V/def2-TZVPD) of C24H25F3N2OSbSiTl as an isolated structure.

**HOMO-LUMO gap**: 0.2972 Ha
**Lowest unoccupied orbital energy**: 0.00 eV
**Energy relative to the best compared isomer or geometry (same formula, charge and spin)**: 0.00 kcal/mol
**HOMO level**: -8.09 eV

Structure (XYZ):
```
58
Properties=species:S:1:pos:R:3:mulliken_charge:R:1
Tl 2.668 -1.314 -1.184 0.76
C 0.230 0.275 4.560 -0.91
Si 2.017 -0.047 4.032 0.06
C 3.133 1.239 4.865 -0.96
C 2.645 -1.726 4.637 -0.98
C 2.129 -0.083 2.197 0.29
C 2.199 -0.224 0.980 -0.88
H 0.107 0.222 5.643 0.33
H -0.444 -0.454 4.108 0.24
H -0.088 1.269 4.238 0.31
H 3.042 1.162 5.950 0.29
H 2.878 2.262 4.584 0.30
H 4.180 1.065 4.613 0.28
H 2.627 -1.802 5.726 0.29
H 3.676 -1.867 4.309 0.29
H 2.052 -2.546 4.229 0.30
N 6.930 0.916 -0.728 -0.41
C 5.608 0.702 -0.478 0.64
N 5.058 1.439 0.498 -0.30
O 4.986 -0.111 -1.190 -0.64
H 7.477 1.555 -0.183 0.15
H 7.365 0.403 -1.471 0.23
H 5.628 1.965 1.136 0.23
H 4.130 1.160 0.818 0.09
F -3.257 4.844 -3.572 -0.33
C -2.744 3.782 -2.921 0.36
C -3.281 2.530 -3.162 -0.75
C -2.761 1.443 -2.478 0.21
C -1.719 1.605 -1.570 -0.42
C -1.189 2.874 -1.369 -0.42
C -1.696 3.976 -2.046 -0.59
Sb -0.917 -0.061 -0.438 1.11
C -2.907 -0.815 -0.006 -0.05
C -3.680 -1.584 -0.869 0.13
C -4.965 -1.973 -0.516 -0.79
C -5.464 -1.581 0.710 0.40
F -6.706 -1.965 1.062 -0.33
C -4.724 -0.818 1.592 -0.66
C -3.441 -0.443 1.225 -0.54
C -0.624 -1.229 -2.246 -0.23
C -0.773 -2.613 -2.220 -0.64
C -0.645 -3.367 -3.378 -0.64
C -0.348 -2.716 -4.559 0.42
F -0.230 -3.439 -5.688 -0.34
C -0.164 -1.349 -4.617 -0.61
C -0.303 -0.609 -3.451 -0.41
H -4.094 2.418 -3.866 0.45
H -3.174 0.459 -2.656 0.31
H -0.369 3.007 -0.672 0.39
H -1.295 4.969 -1.899 0.44
H -3.284 -1.894 -1.828 0.35
H -5.577 -2.569 -1.180 0.43
H -5.146 -0.528 2.545 0.43
H -2.841 0.154 1.903 0.36
H -1.002 -3.114 -1.286 0.54
H -0.794 -4.439 -3.378 0.45
H 0.059 -0.878 -5.565 0.44
H -0.178 0.466 -3.492 0.52
```

No. 3
The following is a DFT calculation (ωB97M-V/def2-TZVPD) of a 2-piece molecular cluster, C24H25F3N3 overall.

**HOMO-LUMO gap**: 0.2354 Ha
**Lowest unoccupied orbital energy**: -4.77 eV
**Total charge**: +1
**HOMO level**: -11.18 eV

Structure (XYZ):
```
55
Properties=species:S:1:pos:R:3:mulliken_charge:R:1
C -1.588 -5.363 -0.564 -0.90
N -1.867 -3.960 -0.261 0.19
C -1.076 -3.146 0.509 -1.20
C -1.661 -1.880 0.619 0.93
C -1.179 -0.819 1.423 -0.24
C -1.664 0.520 1.421 1.05
C -2.119 1.275 0.333 -1.63
N -2.610 2.474 0.781 0.26
C -3.238 3.495 -0.055 -0.90
C -2.464 2.540 2.176 0.13
C -1.855 1.344 2.592 0.92
C -1.663 1.085 3.953 -0.34
C -2.073 2.022 4.869 -0.91
C -2.676 3.214 4.455 -0.72
C -2.875 3.485 3.121 -0.81
C -2.903 -1.947 -0.122 1.22
C -3.004 -3.242 -0.665 -0.11
C -4.125 -3.610 -1.417 -0.90
C -5.132 -2.692 -1.601 -0.71
C -5.051 -1.417 -1.036 -0.93
C -3.955 -1.041 -0.301 -0.25
H -2.379 -5.795 -1.172 0.29
H -0.647 -5.446 -1.103 0.35
H -1.506 -5.934 0.359 0.35
H -0.145 -3.457 0.949 0.69
H -0.453 -1.082 2.173 0.21
H -2.108 0.974 -0.700 0.67
H -3.585 4.331 0.550 0.30
H -2.530 3.864 -0.796 0.33
H -4.092 3.070 -0.579 0.34
H -1.230 0.153 4.266 0.49
H -1.962 1.822 5.922 0.42
H -3.012 3.919 5.197 0.41
H -3.360 4.392 2.807 0.31
H -4.188 -4.597 -1.839 0.30
H -5.999 -2.959 -2.185 0.41
H -5.861 -0.720 -1.176 0.44
H -3.906 -0.065 0.141 0.53
C 1.937 -1.516 5.726 -0.53
C 2.160 -0.505 4.584 -0.04
N 2.884 -1.228 3.524 -0.48
C 2.523 -2.655 3.631 0.65
C 3.671 -3.535 3.087 0.76
F 3.280 -4.820 3.125 -0.27
F 3.916 -3.156 1.821 -0.27
F 4.749 -3.342 3.869 -0.24
C 2.251 -2.907 5.123 -0.86
H 2.604 -1.303 6.569 0.28
H 0.916 -1.464 6.122 0.29
H 1.205 -0.144 4.186 -0.24
H 2.739 0.367 4.910 0.38
H 2.768 -0.858 2.574 0.24
H 1.613 -2.844 3.042 -0.30
H 3.150 -3.341 5.574 0.29
H 1.443 -3.630 5.287 0.38
```

No. 4
The following is a DFT calculation (ωB97M-V/def2-TZVPD) of C24H25F6IMoN5O11S5 as an isolated structure.

**HOMO-LUMO gap (spin up / spin down)**: 0.2477 / 0.2594 Ha
**Lowest unoccupied orbital energy (spin up / spin down)**: -4.71 / -4.45 eV
**Energy relative to the best compared isomer or geometry (same formula, charge and spin)**: 14.12 kcal/mol
**Total charge**: +1
**<S²>**: 2.02
**Multiplicity**: 3
**HOMO level (spin up / spin down)**: -11.45 / -11.50 eV

Structure (XYZ):
```
78
Properties=species:S:1:pos:R:3:mulliken_charge:R:1
Mo -0.174 -0.875 0.158 -0.05
F -2.998 -5.329 -0.124 -0.19
C -2.679 -5.231 1.164 0.50
F -3.710 -5.603 1.906 -0.19
F -1.639 -6.027 1.411 -0.19
S -2.214 -3.508 1.598 1.08
O -1.071 -3.241 0.721 -0.33
O -2.014 -3.501 3.004 -0.70
N -3.506 -2.751 1.092 -0.40
S -3.519 -1.530 0.131 1.12
O -2.289 -1.482 -0.714 -0.70
O -3.988 -0.297 0.664 -0.70
C -4.788 -2.026 -1.103 0.46
F -5.984 -2.012 -0.538 -0.18
F -4.759 -1.140 -2.107 -0.19
F -4.541 -3.233 -1.601 -0.18
O -0.352 3.164 -0.321 -0.73
S -0.858 1.954 0.248 2.07
O -1.438 1.002 -0.715 -0.58
O 0.205 1.113 0.943 -0.65
C -2.035 2.369 1.479 0.21
C -2.683 3.580 1.273 -0.73
C -3.658 4.006 2.164 -0.75
C -3.975 3.223 3.255 -0.71
C -3.326 2.014 3.467 -0.87
C -2.349 1.575 2.587 -0.27
S -1.566 0.063 3.112 1.65
O -2.526 -0.663 3.864 -0.72
O -0.307 0.412 3.694 -0.74
O -1.334 -0.726 1.796 0.30
H -2.421 4.182 0.417 0.55
H -4.162 4.947 1.997 0.43
H -4.732 3.548 3.956 0.42
H -3.589 1.396 4.313 0.62
I 2.946 -3.911 4.556 0.16
C 2.312 -2.451 3.263 -1.18
C 2.518 -1.088 3.361 -0.26
N 1.937 -0.512 2.308 0.37
N 1.328 -1.433 1.536 1.00
C 1.543 -2.617 2.116 -0.61
H 3.022 -0.500 4.109 0.52
H 1.701 0.466 2.182 0.10
H 1.151 -3.519 1.675 0.70
S 0.421 -2.745 -1.475 -0.39
C -0.278 -2.244 -2.948 0.25
N -1.090 -1.216 -3.181 0.47
C -1.588 -1.218 -4.559 -0.51
C -0.770 -2.347 -5.221 -0.54
N -0.063 -2.920 -4.077 -0.15
H -1.609 -0.776 -2.430 0.09
H -1.415 -0.252 -5.028 0.33
H -2.658 -1.425 -4.571 0.25
H -0.065 -1.968 -5.961 0.31
H -1.405 -3.096 -5.692 0.34
H 0.588 -3.684 -4.129 0.24
C 5.769 3.979 0.606 -1.55
C 4.741 3.115 -0.058 0.70
C 4.660 1.753 0.227 -1.05
C 3.710 0.943 -0.363 0.83
C 3.809 -0.546 -0.188 -1.49
C 2.794 1.543 -1.258 1.40
C 1.654 0.864 -1.753 -1.08
O 1.030 -0.036 -1.148 0.24
C 2.915 2.913 -1.636 1.30
C 1.988 3.572 -2.622 -1.84
C 3.880 3.670 -1.005 -0.92
H 6.381 3.416 1.307 0.36
H 5.284 4.795 1.144 0.36
H 6.424 4.431 -0.139 0.37
H 5.381 1.312 0.904 0.40
H 4.117 -0.800 0.825 0.34
H 4.587 -0.908 -0.864 0.49
H 2.895 -1.090 -0.424 0.01
H 1.208 1.180 -2.703 0.36
H 0.966 3.620 -2.244 0.32
H 1.980 3.043 -3.577 0.44
H 2.321 4.589 -2.814 0.43
H 3.962 4.723 -1.244 0.43
```

Result set for DFT total energy: -3336.99755, -2116.09114, -1393.19443, -4986.82472 a.u., one per record in the order listed.